{"formula": "C6H13N2O2", "method": "ωB97M-V/def2-TZVPD", "symbols": ["N", "O", "H", "H", "H", "C", "C", "N", "H", "H", "H", "C", "H", "O", "C", "H", "H", "C", "H", "C", "H", "H", "H"], "positions_angstrom": [[2.585, -1.280, -0.776], [3.903, 0.573, 0.597], [-1.934, -1.802, -0.704], [0.044, 1.601, 0.646], [-3.385, 0.319, -0.098], [-0.279, -1.087, 0.652], [-2.295, 0.152, 0.339], [1.985, -0.359, -0.323], [-0.202, -0.460, 1.540], [0.191, -0.659, -1.523], [-1.681, 0.751, -1.665], [-0.092, 1.247, -0.293], [0.413, 1.695, -1.038], [2.493, 0.610, 0.378], [-1.771, -1.218, 0.276], [-2.411, 0.603, 1.382], [-1.916, 2.276, -0.679], [-1.591, 1.154, -0.598], [4.091, 1.368, 1.186], [0.398, -0.281, -0.425], [0.179, -2.169, 0.763], [-2.281, -1.824, 1.192], [3.554, -1.211, -0.829]], "forces_ev_per_angstrom": [[-1.882, -1.567, -1.808], [0.363, -0.507, -0.267], [0.216, 1.060, 1.493], [0.827, 1.190, 2.805], [1.727, -1.169, 1.187], [1.025, -2.712, -0.361], [-4.407, 4.142, -1.047], [-0.882, -0.940, 0.300], [0.065, -0.651, 0.442], [0.740, 0.618, 2.252], [-0.047, 0.569, 1.252], [-1.441, -5.191, -1.472], [1.624, 2.422, -2.231], [-0.219, 3.341, 1.733], [-0.438, -2.546, 1.916], [0.557, -0.908, -1.141], [-0.191, -2.283, 0.605], [0.794, 1.084, -1.648], [-0.997, -0.950, -0.851], [-0.447, 1.360, -1.441], [-0.673, 2.261, 0.012], [1.139, 1.097, -2.416], [2.547, 0.281, 0.687]], "nbo_charge": [-0.225, -0.398, 0.238, 0.212, 0.247, -0.451, -0.450, 0.327, 0.223, 0.263, 0.204, -0.402, 0.213, -0.056, -0.414, 0.229, 0.253, -0.399, 0.528, -0.028, 0.246, 0.253, 0.390], "e_lumo_ev": -4.8, "fmax_ev_per_a": 6.138, "total_charge": 1, "homo_energy_ev": -14.37}

***

{"formula": "C47H105ClNO26P3S5", "method": "ωB97M-V/def2-TZVPD", "symbols": ["O", "H", "H", "H", "O", "C", "H", "H", "C", "H", "H", "H", "H", "C", "H", "H", "Cl", "H", "H", "C", "H", "C", "C", "O", "C", "H", "H", "C", "C", "H", "H", "H", "O", "H", "O", "H", "C", "C", "C", "C", "C", "H", "O", "O", "H", "C", "H", "N", "H", "C", "H", "O", "O", "C", "H", "O", "H", "H", "H", "O", "H", "O", "O", "H", "P", "H", "C", "H", "H", "O", "H", "S", "H", "C", "C", "C", "C", "C", "O", "O", "H", "H", "H", "H", "H", "H", "O", "S", "H", "C", "H", "H", "H", "H", "H", "O", "C", "P", "H", "H", "O", "H", "O", "C", "H", "H", "C", "H", "C", "O", "H", "C", "H", "H", "H", "C", "H", "H", "C", "H", "C", "H", "O", "H", "C", "H", "H", "H", "H", "C", "H", "H", "H", "H", "C", "H", "H", "S", "C", "C", "H", "C", "H", "P", "H", "O", "H", "H", "C", "C", "C", "H", "H", "H", "H", "O", "H", "H", "C", "O", "H", "H", "H", "H", "S", "H", "H", "C", "H", "O", "H", "C", "H", "H", "S", "C", "C", "H", "H", "H", "H", "C", "H", "H", "H", "H", "H", "H"], "positions_angstrom": [[3.071, -3.930, -4.385], [-1.151, 9.132, -1.802], [2.623, 1.423, -4.332], [-3.509, 4.254, -1.431], [0.229, 0.941, 0.735], [0.110, -4.770, 0.446], [-0.655, -4.494, -4.967], [-5.740, 0.467, -2.315], [2.204, -4.573, 1.627], [-0.560, 4.107, 1.822], [-2.971, -2.873, 9.536], [-3.034, 7.136, -1.884], [-1.265, -5.672, -1.417], [-5.190, 0.654, 3.945], [-3.664, 6.264, -0.467], [8.064, 0.630, 0.435], [0.797, -0.405, 0.663], [5.675, -0.868, -0.474], [-1.823, 10.236, 0.927], [-0.958, -2.390, -4.311], [-1.260, -0.908, 4.278], [-3.198, 5.046, -2.113], [1.874, 2.816, 4.973], [1.746, 4.212, -3.637], [4.663, 3.995, -4.046], [-1.548, -3.871, -1.168], [2.789, -6.389, -2.175], [-2.209, -3.970, 1.471], [-3.620, 1.011, -2.141], [-5.162, 0.777, 2.862], [1.029, 2.509, 5.590], [-4.586, -4.458, 8.632], [9.267, 0.376, -2.531], [3.977, 1.970, 3.069], [0.318, -1.127, 1.861], [2.856, -2.900, -0.897], [1.784, 4.228, 4.460], [3.583, -5.697, -2.457], [1.791, 1.038, -3.744], [4.423, -5.297, -1.371], [0.334, 4.607, -3.516], [7.956, -0.756, -0.605], [2.267, -0.408, 0.723], [-1.940, 5.612, 1.280], [2.198, 0.936, 4.031], [0.698, -4.625, 1.863], [-6.272, 0.715, 4.066], [-1.413, -4.961, 0.592], [6.171, 5.681, -4.201], [-3.166, -6.767, 1.009], [-4.976, -6.010, 1.772], [-1.903, -1.150, 6.287], [-3.876, -2.376, -1.665], [4.803, -3.840, -1.416], [-0.056, -3.041, 6.313], [4.229, 4.479, 3.427], [0.130, -2.443, -4.276], [-1.248, -1.701, -3.517], [0.410, 6.521, -4.422], [0.261, 6.745, 0.723], [-3.655, 3.988, 1.728], [1.275, -4.533, -2.549], [-3.354, -3.148, 5.224], [5.195, -3.407, -0.496], [-1.228, 6.778, 0.504], [0.276, 5.275, -5.694], [-3.921, -5.741, 1.822], [-4.642, 1.553, 4.228], [2.438, -3.672, 1.060], [-2.644, -3.240, -7.637], [2.728, 2.661, 5.632], [-4.579, -1.249, -1.101], [-3.137, -5.235, 9.093], [-1.437, -1.814, -5.677], [-0.874, -1.229, 5.246], [-1.802, -4.891, -0.879], [1.739, 1.670, -2.350], [-0.019, 5.553, -4.682], [-1.593, 6.322, -0.991], [-1.956, 8.131, 0.830], [-1.108, 5.579, -4.676], [-1.065, -7.030, 0.373], [-3.513, -3.998, -4.255], [0.480, -3.657, 2.315], [-2.446, 1.582, -0.499], [-3.456, -5.078, 7.431], [-4.118, -1.993, -5.986], [-2.895, -2.752, -6.264], [0.297, -3.869, -0.138], [5.400, 0.881, -1.806], [-2.866, -4.972, -1.102], [1.993, 0.878, -1.646], [6.674, 4.255, -3.333], [-2.551, -0.818, -0.024], [-3.479, -7.017, -0.005], [2.215, 4.960, 1.822], [-3.471, -0.236, 0.030], [-3.332, -1.936, 6.078], [-3.955, 2.016, -2.399], [6.780, 4.151, -5.055], [-4.252, -0.656, 5.598], [0.635, -5.510, 2.496], [2.193, 5.055, -1.207], [3.023, 2.376, 2.731], [-2.618, 3.522, 3.064], [6.556, -0.440, -3.140], [-2.789, -4.140, -5.058], [1.926, 5.131, 5.054], [-3.531, -4.524, 8.367], [8.101, 2.542, -1.710], [-3.181, -5.091, -5.421], [6.192, 4.592, -4.250], [-1.576, -0.739, -5.796], [0.935, 1.149, -4.409], [-4.653, -0.533, -3.364], [-1.662, -6.386, 1.019], [-2.681, 0.801, -2.652], [-4.295, -3.534, 1.851], [-2.926, 6.243, -1.269], [2.812, 2.054, 1.711], [-2.696, 3.533, 1.977], [-4.011, 5.235, -2.813], [4.112, 4.542, -2.884], [-1.238, -6.356, 2.022], [1.936, 1.936, 3.686], [0.715, -2.627, 4.707], [5.598, -3.697, -2.148], [-0.685, -2.056, -6.428], [-1.026, 10.828, -1.244], [-0.182, -2.596, 5.326], [2.768, -4.533, 2.559], [0.815, 4.315, 3.970], [-1.393, -4.539, -3.495], [-1.935, -2.948, 1.210], [-1.355, 9.390, 0.422], [0.702, 1.745, -2.021], [0.545, -5.594, -0.119], [2.669, -4.279, -3.012], [-4.747, 0.036, -2.440], [-1.419, -3.950, -4.412], [-4.209, 1.616, -0.170], [-1.512, 9.866, -1.081], [3.914, -5.619, -0.463], [2.645, 4.152, -2.332], [4.165, 4.112, -5.008], [-5.807, -1.538, -0.427], [-4.142, -4.100, 0.291], [-1.757, -4.265, 2.418], [-1.511, 4.283, 1.320], [-3.404, 1.098, -0.691], [-4.769, -0.690, 4.310], [-0.226, -0.398, 5.522], [-0.751, -3.386, 4.836], [2.580, -5.428, 1.065], [-2.740, 2.514, 1.592], [0.340, -1.136, -0.501], [1.883, -0.047, -3.706], [5.526, 0.588, 0.410], [7.574, 0.255, -0.464], [2.733, 2.566, -2.049], [-1.910, -3.063, 8.190], [-3.955, -0.183, 1.005], [-0.084, 3.617, -3.701], [3.593, -2.100, -2.203], [8.103, 1.099, -1.973], [6.570, 1.300, -3.637], [-3.074, -7.719, 1.532], [6.514, 0.596, -2.807], [4.231, -5.915, -3.306], [-3.734, -2.177, 7.595], [-2.372, 4.687, -2.728], [3.482, -3.094, -1.769], [4.685, 2.919, -3.873], [-0.358, 9.269, 0.846], [2.874, 4.180, 2.956], [-2.964, -3.085, 8.467], [5.943, 0.188, -0.514], [-3.723, -5.955, 2.872], [5.340, 1.968, -1.747], [-2.596, 9.910, -1.187], [4.454, 0.455, -2.140], [-3.725, -4.269, 1.284], [-1.410, 3.820, 0.338], [-0.030, 4.783, -2.504], [0.927, 1.884, 3.277], [-5.642, -1.340, 4.371], [-4.109, -1.106, 3.549], [5.275, -5.972, -1.455]], "forces_ev_per_angstrom": [[-1.126, -0.351, 1.715], [0.224, 0.049, 0.033], [0.215, -0.016, 0.154], [0.040, -0.449, -0.251], [0.782, -0.949, -0.795], [-0.839, 0.846, 2.615], [0.191, 0.458, -0.470], [0.075, 0.003, -0.079], [0.679, 0.515, -0.050], [-0.006, 0.507, 0.149], [-0.662, 1.089, -0.308], [-1.065, 0.225, -0.087], [0.165, 0.324, 0.032], [-1.634, 1.836, -2.197], [0.493, 0.183, 0.486], [-0.389, 0.431, -0.111], [0.090, -0.448, 2.600], [-0.015, -0.048, -0.373], [-0.367, -0.664, 0.742], [-0.637, -1.187, -1.353], [-0.179, -0.664, -0.199], [-0.735, -1.090, -0.280], [0.457, -0.308, 0.073], [-0.206, 0.813, 0.490], [2.997, -0.436, -1.404], [0.252, -0.228, -0.464], [0.484, -0.450, -0.493], [0.299, -0.864, -1.300], [-0.719, 0.539, -1.288], [0.221, -0.354, -0.452], [-0.278, 0.193, -0.183], [-0.167, -0.012, -0.189], [-1.666, 1.517, 0.469], [0.121, 0.760, -0.075], [0.175, 0.204, -0.807], [-0.262, -0.603, -0.077], [-0.728, -0.297, -1.832], [-1.366, -0.001, -2.917], [0.168, -0.013, -0.848], [1.700, -1.062, 2.950], [0.325, -2.275, -1.954], [0.009, -0.023, -0.044], [-1.329, 0.426, -0.621], [-1.087, 1.813, 0.954], [-0.309, -0.292, -0.168], [1.980, -0.268, -1.264], [0.066, 0.726, 0.792], [-0.093, -0.806, -3.664], [-0.034, -0.117, -0.463], [2.421, -0.228, 0.440], [-0.244, 0.188, -0.220], [-1.104, -1.336, -0.789], [0.687, -0.307, -0.065], [-0.751, 1.095, -0.218], [0.416, 0.814, 0.240], [-0.762, 0.689, -0.384], [-0.037, 0.197, -0.126], [-0.574, -0.808, 0.420], [-0.258, 0.206, -0.311], [-2.937, 0.847, -0.559], [0.137, 0.238, -0.154], [1.471, 0.690, -1.364], [0.050, 1.141, 0.249], [-0.067, -0.415, 0.214], [5.476, -1.573, -0.107], [0.373, -0.461, 0.384], [-1.824, 0.145, -0.969], [0.027, -0.439, 0.901], [0.203, 0.060, 0.021], [-0.274, 0.731, 2.150], [0.362, 0.041, -0.266], [0.600, 1.327, -0.116], [0.483, 0.447, 0.368], [0.851, -0.783, -0.383], [0.085, 0.035, 1.287], [-0.645, 0.984, 0.216], [-0.814, -3.743, 0.337], [-0.223, 0.050, 1.694], [2.146, 0.319, 1.741], [-1.630, -0.003, -0.506], [-0.114, 0.490, -0.077], [0.006, 0.065, 0.071], [-0.288, 0.979, -0.113], [-0.657, -0.313, 0.201], [-0.110, 0.155, 0.274], [0.111, 0.700, -0.366], [1.108, -0.536, -0.286], [-0.989, -0.304, -0.835], [-0.182, 0.139, 0.163], [1.628, -0.479, 0.190], [0.054, -0.260, 0.519], [0.124, -0.483, -0.127], [0.333, 0.192, 0.087], [0.200, 0.177, 0.472], [-0.318, 0.471, 0.039], [1.965, -2.766, 3.583], [-0.290, -1.465, -1.669], [1.081, 1.419, 0.319], [0.229, -0.005, -0.659], [-0.526, 0.234, -0.325], [1.945, -2.036, 2.269], [-1.039, 0.204, 0.172], [1.084, -2.392, -2.487], [-1.729, 0.301, -0.023], [-0.002, -0.071, 0.013], [0.342, 0.079, 0.026], [-0.415, 1.290, 0.786], [0.563, -0.349, 0.013], [-0.561, 0.027, 0.170], [0.101, -1.561, -0.891], [1.076, -0.077, -0.818], [-2.077, -1.318, 1.981], [-0.504, -0.107, 0.457], [-0.369, 0.608, 0.308], [-0.123, 0.185, -0.055], [-0.368, 0.921, 0.320], [-0.171, -0.218, -0.194], [0.152, -0.178, 0.553], [-1.597, 1.271, -2.607], [-0.027, 0.284, -0.006], [0.530, -0.204, 0.099], [-0.219, -0.001, 0.137], [-1.307, 0.431, 0.623], [-0.276, -0.729, 0.152], [-0.202, -1.384, 1.708], [0.470, 0.401, 0.483], [-0.225, 0.177, -0.331], [-0.005, -0.190, -0.103], [-0.140, -0.086, 0.207], [-0.413, -0.501, -1.390], [-0.058, 0.067, 0.033], [-0.281, 0.244, 0.118], [-0.084, 0.638, 0.411], [0.298, -0.103, -0.087], [1.035, 0.889, -0.422], [-0.148, 1.695, -0.014], [-0.376, -0.193, 0.189], [-0.592, 1.325, 1.259], [0.228, -1.125, 0.830], [0.613, -0.199, 0.374], [0.042, 0.841, -0.451], [-0.209, -1.920, 1.301], [0.251, 0.600, 0.397], [-0.323, 2.404, 1.831], [-0.840, 0.618, 0.399], [-0.947, 0.045, 0.375], [0.585, -0.358, -0.244], [-0.877, 0.634, 0.555], [-1.179, -1.855, 0.174], [0.344, -0.106, 2.641], [-0.517, -1.307, -0.574], [0.355, -0.276, 0.109], [-0.698, 0.229, -0.157], [-0.149, -0.137, 0.022], [0.171, -0.146, 0.303], [0.061, 0.382, -0.392], [0.315, -0.088, 0.333], [0.007, 0.313, -0.159], [-1.221, -0.577, -0.351], [0.945, 2.642, -0.007], [-0.032, 0.183, -0.288], [0.284, -0.228, -0.081], [-0.788, -0.037, -0.394], [0.204, -0.208, -0.443], [-0.109, -1.221, 1.023], [-0.559, -0.274, -0.449], [-0.710, -0.206, 0.112], [0.953, 1.255, -0.650], [-0.567, -0.730, -0.269], [0.113, 0.005, 0.718], [0.240, 0.245, 0.266], [0.349, -0.228, -0.934], [0.464, -0.266, -0.240], [0.375, 0.551, -0.725], [0.717, 2.569, -2.040], [0.256, -1.803, -1.059], [1.211, 0.567, 0.696], [0.551, 0.873, 0.133], [-0.345, -0.122, 0.506], [-0.002, 0.432, -0.410], [0.009, 0.135, 0.128], [0.938, -0.993, 1.905], [0.214, 0.567, -0.471], [0.698, 1.179, -0.025], [0.142, 0.110, -0.424], [-0.105, -0.144, -0.524], [0.490, -0.193, 0.311], [0.449, 0.290, 0.482]], "lowdin_charge": [-0.331, 0.063, 0.074, 0.063, -0.356, -0.118, 0.109, 0.108, -0.093, 0.110, 0.116, 0.117, 0.106, -0.073, 0.128, 0.098, 0.656, 0.081, 0.109, -0.143, 0.108, -0.056, -0.228, -0.202, -0.260, 0.102, 0.114, -0.040, -0.230, 0.060, 0.106, 0.075, -0.358, 0.107, -0.402, 0.070, -0.209, -0.269, -0.052, -0.271, -0.231, 0.081, -0.370, -0.183, 0.110, -0.209, 0.087, -0.240, 0.068, -0.160, 0.112, -0.210, -0.350, -0.183, 0.077, -0.373, 0.085, 0.096, 0.081, -0.228, 0.078, -0.375, -0.247, 0.113, 0.428, 0.078, -0.164, 0.091, 0.067, -0.351, 0.113, 0.682, 0.070, -0.220, -0.216, -0.012, -0.313, -0.046, -0.172, -0.168, 0.063, 0.134, 0.086, 0.091, 0.109, 0.066, -0.361, 0.722, 0.113, -0.201, 0.094, 0.082, 0.042, 0.080, 0.117, -0.354, -0.167, 0.491, 0.108, 0.065, -0.161, 0.114, -0.225, -0.207, 0.071, 0.106, -0.215, 0.111, -0.082, -0.327, 0.107, -0.024, 0.100, 0.063, 0.094, -0.118, 0.124, 0.112, -0.343, 0.086, -0.052, 0.086, -0.169, 0.122, -0.249, 0.068, 0.120, 0.095, 0.076, -0.070, 0.087, 0.081, 0.069, 0.125, -0.213, 0.118, 0.123, 0.759, -0.164, -0.199, 0.120, -0.050, 0.097, 0.487, 0.106, -0.330, 0.091, 0.119, -0.240, -0.266, -0.343, 0.110, 0.047, 0.062, 0.045, -0.380, 0.061, 0.101, -0.200, -0.171, 0.099, 0.083, 0.096, 0.088, 0.715, 0.085, 0.118, -0.220, 0.119, -0.180, 0.065, -0.158, 0.078, 0.108, 0.769, -0.204, -0.149, 0.121, 0.103, 0.070, 0.099, -0.107, 0.109, 0.098, 0.106, 0.128, 0.104, 0.129], "e_lumo_ev": -0.4, "fmax_ev_per_a": 5.698, "total_charge": 0, "homo_energy_ev": -9.05}

***

{"formula": "CH3INP", "method": "ωB97M-V/def2-TZVPD", "symbols": ["H", "C", "H", "N", "I", "H", "P"], "positions_angstrom": [[-0.473, -0.765, 1.167], [-0.037, 0.177, 0.766], [0.726, -0.565, -2.460], [0.191, 0.143, -0.567], [-1.497, 1.841, 1.362], [1.003, 0.342, 1.193], [0.085, -1.172, -1.460]], "forces_ev_per_angstrom": [[-0.033, 0.722, 0.296], [0.162, -0.478, 2.323], [0.731, 0.594, -2.145], [0.289, -0.155, -2.534], [1.110, -1.037, -0.337], [-1.599, 0.320, 0.276], [-0.662, 0.034, 2.121]], "nbo_charge": [0.177, -0.286, -0.085, -0.814, 0.005, 0.236, 0.766], "e_lumo_ev": -1.1, "fmax_ev_per_a": 2.555, "total_charge": 0, "homo_energy_ev": -9.33}